Below is C17H25F3N9O2SbV as an isolated structure, with properties calculated with the ωB97M-V functional and the def2-TZVPD basis.

The multiplicity is 3. The net charge is -1. The calculation puts the total energy at -75923.0533 eV. Its expectation value of S² is 2.0242.

Each line ends with the Löwdin spin population.
Cartesian coordinates (Å):
1 Sb -0.16584 2.52167 1.43351  -0.006
2 V 0.38894 0.04732 0.01726  1.960
3 F -2.14486 1.25751 -3.58231  0.000
4 F -2.85443 3.04224 -2.58511  0.000
5 F -3.97898 1.19550 -2.44178  0.000
6 O -2.55641 1.50046 -0.11631  0.013
7 O -0.75236 1.01689 -1.37459  0.019
8 N -1.65384 -1.74031 -1.39269  0.002
9 N 0.48940 -0.48539 4.15317  0.007
10 N -2.37027 -2.80439 -1.25528  0.011
11 N -0.22069 -1.59833 3.90980  0.000
12 N -2.25891 -3.28980 -0.00395  0.000
13 N 0.17364 -0.54257 2.02718  0.006
14 N 0.71515 0.15426 3.05728  0.002
15 N -1.02295 -2.60811 1.90668  0.007
16 N -1.03715 -1.47927 -0.21687  0.005
17 C 1.01898 -0.97414 -3.04161  0.002
18 C 1.72559 -2.92464 -0.56267  0.002
19 C 3.15448 -1.18418 1.64360  -0.001
20 C 1.97503 -1.44918 -0.65142  -0.005
21 C -1.43971 -2.45302 0.59795  0.009
22 C 1.14251 3.56319 2.78469  -0.006
23 C -1.80402 2.37397 2.78482  0.002
24 C 2.64884 0.67772 -0.09451  -0.010
25 C 1.66201 -0.59344 -1.74214  -0.005
26 C 3.32254 1.80746 0.62299  0.001
27 C -0.38624 -1.60690 2.59646  0.007
28 C -2.74177 1.69540 -2.46872  -0.001
29 C 2.59242 -0.66404 0.35845  -0.014
30 C -1.96073 1.35718 -1.16956  0.009
31 C 1.93253 1.93680 -2.25569  0.000
32 C -0.73335 4.28577 0.34340  -0.003
33 C 2.07150 0.72180 -1.39032  -0.011
34 H 1.70574 2.82310 -1.66021  0.000
35 H 0.14166 -0.35686 -3.23422  0.000
36 H 4.40443 1.76285 0.46828  0.000
37 H 0.58546 4.34532 3.30122  -0.001
38 H 2.97518 2.77468 0.25801  0.000
39 H 4.17806 -1.54039 1.49497  -0.001
40 H 1.72389 -0.84719 -3.86812  0.000
41 H -1.52569 -3.28099 2.45838  0.000
42 H -1.40941 4.01649 -0.46460  0.000
43 H 1.11994 1.80543 -2.96818  0.000
44 H 1.51795 2.84273 3.51083  0.000
45 H 1.97834 4.01498 2.24952  0.000
46 H 2.63970 -3.48796 -0.76991  0.000
47 H 2.85441 2.13075 -2.81174  0.000
48 H -2.62849 1.90540 2.25393  0.000
49 H 0.95989 -3.23736 -1.27118  0.000
50 H -1.23456 4.98675 1.01186  0.000
51 H -1.50026 1.76371 3.63333  0.000
52 H 3.16424 -0.41219 2.41111  0.000
53 H -2.09301 3.36791 3.12717  0.000
54 H 1.38234 -3.20467 0.43460  0.000
55 H 0.15551 4.76307 -0.07122  0.000
56 H 3.13493 1.76417 1.69686  0.000
57 H 2.56239 -2.01597 2.02707  0.000
58 H 0.68303 -2.00829 -3.02946  0.000